{"formula": "C60H150N10O20", "method": "wB97M-V/def2-TZVPD", "e_tot_ev": -120478.1494, "homo_ha": -0.311, "smiles": "COCCNCCOC.COCCNCCOC.COCCNCCOC.COCCNCCOC.COCCNCCOC.COCCNCCOC.COCCNCCOC.COCCNCCOC.COCCNCCOC.COCCNCCOC", "relative_energy_kj_mol": 1232.21, "charge": 0, "lumo_energy_ev": 0.41, "elements": ["C", "O", "C", "C", "N", "C", "C", "O", "C", "H", "H", "H", "H", "H", "H", "H", "H", "H", "H", "H", "H", "H", "H", "H", "C", "O", "C", "C", "N", "C", "C", "O", "C", "H", "H", "H", "H", "H", "H", "H", "H", "H", "H", "H", "H", "H", "H", "H", "C", "O", "C", "C", "N", "C", "C", "O", "C", "H", "H", "H", "H", "H", "H", "H", "H", "H", "H", "H", "H", "H", "H", "H", "C", "O", "C", "C", "N", "C", "C", "O", "C", "H", "H", "H", "H", "H", "H", "H", "H", "H", "H", "H", "H", "H", "H", "H", "C", "O", "C", "C", "N", "C", "C", "O", "C", "H", "H", "H", "H", "H", "H", "H", "H", "H", "H", "H", "H", "H", "H", "H", "C", "O", "C", "C", "N", "C", "C", "O", "C", "H", "H", "H", "H", "H", "H", "H", "H", "H", "H", "H", "H", "H", "H", "H", "C", "O", "C", "C", "N", "C", "C", "O", "C", "H", "H", "H", "H", "H", "H", "H", "H", "H", "H", "H", "H", "H", "H", "H", "C", "O", "C", "C", "N", "C", "C", "O", "C", "H", "H", "H", "H", "H", "H", "H", "H", "H", "H", "H", "H", "H", "H", "H", "C", "O", "C", "C", "N", "C", "C", "O", "C", "H", "H", "H", "H", "H", "H", "H", "H", "H", "H", "H", "H", "H", "H", "H", "C", "O", "C", "C", "N", "C", "C", "O", "C", "H", "H", "H", "H", "H", "H", "H", "H", "H", "H", "H", "H", "H", "H", "H"], "coordinates": [[-35.613029, -22.474301, -11.446090], [-34.845747, -22.330761, -10.275730], [-35.627534, -21.816188, -9.132079], [-34.799598, -21.915475, -7.816752], [-34.516310, -23.340147, -7.588227], [-33.828685, -23.643451, -6.305929], [-32.555622, -22.795009, -6.130246], [-31.809694, -23.344777, -5.052919], [-30.541163, -22.706151, -4.845179], [-35.049649, -22.902768, -12.275008], [-35.926983, -21.474179, -11.744904], [-36.494686, -23.091072, -11.271842], [-36.579558, -22.338667, -9.038467], [-36.106216, -20.866403, -9.370570], [-35.272073, -21.330108, -7.027955], [-33.900567, -21.324646, -7.992143], [-33.973853, -23.819926, -8.292257], [-33.616715, -24.712561, -6.319591], [-34.480162, -23.566482, -5.435437], [-32.987085, -21.806448, -5.973131], [-31.922225, -22.864532, -7.014597], [-29.827810, -23.228588, -4.207787], [-30.586746, -21.712095, -4.400378], [-30.160200, -22.454900, -5.835055], [-29.762881, -28.993650, 2.078896], [-30.314464, -27.773220, 1.373709], [-31.631697, -27.987789, 0.746471], [-32.066291, -26.668754, 0.171173], [-32.097027, -25.597791, 1.134306], [-32.902144, -24.497316, 0.582794], [-32.666706, -23.339160, 1.505250], [-31.374697, -22.982016, 1.234816], [-30.970497, -21.740824, 1.906013], [-28.745448, -28.751493, 2.385948], [-29.671599, -29.867941, 1.434392], [-30.431945, -29.034258, 2.938442], [-32.424956, -28.227572, 1.454526], [-31.604815, -28.839308, 0.066561], [-33.079732, -26.883988, -0.167487], [-31.439460, -26.384887, -0.674173], [-32.542067, -26.042214, 1.924581], [-33.980971, -24.622899, 0.490838], [-32.593832, -24.311242, -0.446010], [-32.875004, -23.628186, 2.535397], [-33.298878, -22.513838, 1.177699], [-30.717427, -21.838549, 2.961719], [-31.534365, -20.813798, 1.802231], [-30.088668, -21.679900, 1.268230], [-27.181392, -27.185321, 5.391132], [-26.293564, -27.058976, 4.324945], [-24.935794, -27.184532, 4.690884], [-24.085845, -26.166342, 3.987819], [-24.222199, -26.147540, 2.526006], [-24.178525, -27.480862, 1.876110], [-24.391144, -27.415672, 0.412515], [-25.719611, -27.043451, 0.259027], [-26.191747, -27.026624, -1.056119], [-28.224838, -26.925850, 5.212261], [-26.850631, -26.525216, 6.192983], [-27.140717, -28.193891, 5.802514], [-24.631734, -28.210892, 4.485386], [-24.837529, -26.997050, 5.760140], [-23.074939, -26.402899, 4.319788], [-24.152336, -25.188609, 4.465018], [-23.392220, -25.668209, 2.207445], [-25.016059, -28.073374, 2.244295], [-23.222304, -27.942979, 2.121421], [-24.242165, -28.419339, 0.014305], [-23.811080, -26.670838, -0.132324], [-27.091122, -26.410862, -1.049478], [-26.328366, -27.975745, -1.574395], [-25.465354, -26.516669, -1.688888], [-39.436223, -13.699509, -14.784540], [-39.367737, -14.830486, -13.834152], [-38.076530, -14.747277, -13.151189], [-38.346541, -15.451477, -11.718425], [-39.645936, -15.017488, -11.108750], [-39.480893, -13.642728, -10.593427], [-40.705987, -13.052166, -9.940330], [-41.954507, -13.412492, -10.538315], [-43.023377, -12.521054, -10.188837], [-39.634082, -12.741376, -14.303986], [-40.331648, -13.915551, -15.367325], [-38.560469, -13.299116, -15.295263], [-37.923247, -13.692185, -12.924514], [-37.408697, -15.161355, -13.906597], [-37.539766, -15.212198, -11.025634], [-38.334261, -16.538537, -11.797443], [-40.214648, -14.747219, -11.898460], [-39.014648, -12.991423, -11.332696], [-38.655454, -13.653595, -9.881630], [-40.671066, -11.962724, -9.943033], [-40.766861, -13.415658, -8.914529], [-44.094033, -12.694156, -10.297636], [-42.969241, -11.712277, -10.917577], [-42.961238, -12.030632, -9.217391], [-18.613987, -14.609415, -5.940067], [-19.780943, -14.460823, -5.158070], [-20.801487, -15.412143, -5.578542], [-22.132380, -15.010720, -4.958328], [-23.300600, -15.604040, -5.587162], [-23.387111, -16.984612, -5.140171], [-24.416556, -17.843755, -5.859474], [-25.726909, -17.435290, -6.364847], [-26.645027, -17.191677, -5.326899], [-18.833634, -14.705906, -7.003332], [-18.043956, -15.429404, -5.503279], [-17.984572, -13.721043, -5.887737], [-20.503981, -16.394404, -5.211456], [-20.873333, -15.336976, -6.663575], [-22.046907, -13.924312, -4.981153], [-22.146299, -15.252224, -3.895512], [-24.180942, -15.133029, -5.434674], [-23.536674, -16.851164, -4.068758], [-22.457068, -17.543839, -5.242043], [-24.680165, -18.732407, -5.285966], [-23.887876, -18.170150, -6.755055], [-26.230343, -16.830411, -4.385822], [-27.196938, -18.097379, -5.075485], [-27.374416, -16.457510, -5.669072], [-34.342094, -15.723611, -7.154731], [-33.048681, -15.771908, -7.546509], [-32.704517, -15.900255, -8.936890], [-32.012907, -14.595516, -9.318685], [-32.912953, -13.580348, -9.800154], [-32.107278, -12.494956, -10.225084], [-32.817341, -11.235729, -10.681759], [-32.988915, -10.399505, -9.570573], [-33.684787, -9.235703, -10.068500], [-35.031772, -16.545898, -7.345260], [-34.809853, -14.865011, -7.636503], [-34.349666, -15.743566, -6.064943], [-33.441734, -16.187471, -9.686631], [-32.002257, -16.733769, -8.923132], [-31.358756, -14.761568, -10.174612], [-31.323169, -14.371869, -8.504836], [-33.408219, -13.260581, -8.980056], [-31.560714, -12.788579, -11.121277], [-31.383131, -12.236727, -9.452414], [-33.712879, -11.581234, -11.198217], [-32.196589, -10.819547, -11.475213], [-34.757861, -9.417196, -10.129056], [-33.325386, -8.799508, -11.000527], [-33.371144, -8.467468, -9.361716], [-36.063041, -27.385328, -11.629810], [-36.810508, -28.070435, -10.638304], [-36.822006, -27.796481, -9.292590], [-38.082171, -27.058673, -8.734871], [-37.622913, -26.443730, -7.446699], [-38.664166, -25.908466, -6.509810], [-39.022199, -24.411680, -6.708781], [-40.119058, -24.112752, -5.730296], [-40.974951, -23.101697, -5.990693], [-35.718466, -26.427966, -11.238874], [-36.799285, -27.225176, -12.417463], [-35.244859, -27.975979, -12.041880], [-35.844920, -27.452870, -8.953018], [-36.933450, -28.788966, -8.855930], [-38.917958, -27.744445, -8.596032], [-38.300799, -26.300473, -9.486838], [-36.962702, -25.679476, -7.458645], [-38.289819, -25.976699, -5.488380], [-39.553295, -26.538731, -6.492108], [-39.287861, -24.251066, -7.753646], [-38.089374, -23.917951, -6.436443], [-40.335266, -22.221861, -6.060022], [-41.637941, -22.792302, -5.182726], [-41.413265, -23.231917, -6.980147], [-47.698723, -24.625422, -19.205680], [-46.835909, -23.555868, -18.742186], [-46.755167, -23.591159, -17.279364], [-45.569880, -22.807836, -16.912477], [-44.362421, -22.941188, -17.762418], [-43.757038, -24.292584, -17.583427], [-42.986861, -24.470835, -16.161141], [-42.151545, -25.601800, -16.361351], [-41.694886, -26.181890, -15.101068], [-47.366532, -25.591191, -18.824825], [-47.764135, -24.812907, -20.277438], [-48.707352, -24.449634, -18.831711], [-46.566698, -24.612026, -16.947082], [-47.669397, -23.175337, -16.855847], [-45.323520, -22.750234, -15.852239], [-45.860859, -21.757745, -16.940021], [-44.906492, -22.963993, -18.613052], [-43.024948, -24.394202, -18.384566], [-44.525385, -25.044481, -17.763406], [-43.637421, -24.724469, -15.324167], [-42.550548, -23.495055, -15.947578], [-42.545037, -26.650659, -14.605506], [-41.305941, -25.370287, -14.486151], [-40.862811, -26.879994, -15.192542], [-30.799701, -33.359622, -2.059842], [-30.633764, -32.425932, -3.118613], [-31.783014, -32.335571, -3.944458], [-31.578278, -31.652215, -5.246080], [-30.982417, -30.349319, -5.103383], [-30.128024, -29.911730, -6.186886], [-30.204849, -28.361876, -6.276765], [-29.159395, -27.974444, -7.152540], [-28.365667, -26.798548, -6.927400], [-29.845198, -33.484322, -1.548482], [-31.004202, -34.342182, -2.485109], [-31.560030, -33.195249, -1.296317], [-32.348065, -31.666797, -3.295173], [-32.256052, -33.290738, -4.172447], [-32.543508, -31.584857, -5.747957], [-30.948479, -32.367263, -5.775379], [-30.469805, -30.615504, -4.274839], [-30.468304, -30.227397, -7.173118], [-29.083227, -30.129885, -5.965735], [-30.096178, -28.146530, -5.213790], [-31.145733, -27.961269, -6.654076], [-27.449633, -26.813462, -7.517948], [-28.056429, -26.777780, -5.882394], [-28.914937, -25.871439, -7.091345], [-31.722850, -24.386614, -22.564980], [-33.167339, -24.086172, -22.623749], [-34.050274, -25.195443, -22.910327], [-34.256972, -26.198775, -21.755857], [-35.060332, -25.742161, -20.592220], [-34.564323, -26.326786, -19.319118], [-33.519141, -25.611592, -18.524355], [-33.985445, -24.455878, -17.857368], [-33.421282, -23.342350, -18.522539], [-31.133169, -23.477269, -22.681102], [-31.433283, -25.169006, -23.266494], [-31.321994, -24.947030, -21.720394], [-33.620747, -25.734805, -23.754541], [-34.983875, -24.715553, -23.203899], [-33.283702, -26.572058, -21.437299], [-34.799874, -27.019169, -22.225238], [-35.088283, -24.735184, -20.519237], [-34.277461, -27.296539, -19.725788], [-35.440050, -26.431569, -18.678633], [-32.606654, -25.530344, -19.114999], [-33.136479, -26.352373, -17.822267], [-34.057122, -22.515713, -18.205569], [-33.290481, -23.351383, -19.604625], [-32.415226, -23.148405, -18.150601]], "forces_ev_per_angstrom": [[-0.36, 0.64, 0.21], [-0.28, 0.15, 1.72], [-0.11, -0.58, -0.62], [0.32, -0.08, -2.69], [-0.40, 0.09, 2.19], [0.14, -0.41, -0.74], [-0.64, -1.40, 0.55], [0.49, 0.50, 0.88], [-0.56, 0.97, -0.83], [0.35, -0.06, 0.37], [-0.34, 0.09, -0.34], [-0.17, -0.12, 0.02], [0.19, -1.23, 0.17], [1.07, 0.97, -0.02], [-0.52, -0.88, 0.38], [0.43, 0.01, -0.20], [-0.19, 0.76, -0.59], [0.41, -0.03, -0.16], [-0.19, 0.59, -0.05], [0.90, 0.57, 0.28], [-0.14, 0.37, -0.38], [-0.44, -0.73, -0.38], [-0.74, 0.20, 0.40], [0.70, -0.50, -0.15], [-0.96, 2.57, -0.79], [-0.30, -2.13, -0.20], [1.75, 0.44, 1.35], [0.32, -0.71, -0.98], [-0.58, -0.54, -0.78], [-0.14, -0.45, 0.97], [-0.92, 0.04, -1.62], [0.79, 2.30, 1.79], [1.62, -1.39, -1.63], [-0.16, 0.33, 0.06], [-0.62, -0.08, 0.00], [0.27, -1.00, 0.12], [0.17, -0.34, 0.83], [0.14, 0.24, -0.48], [-0.33, 0.06, -0.66], [-0.03, 0.04, -0.12], [-0.25, 0.58, 0.63], [-0.41, -0.79, 0.22], [0.45, 0.31, 0.18], [0.08, 0.08, 0.30], [-0.58, 0.22, 0.40], [-0.03, -0.49, 0.02], [-0.84, -0.41, -0.49], [0.63, 1.14, 0.85], [0.41, -0.13, 1.19], [-0.58, 0.42, -0.87], [-0.82, 0.17, 0.19], [0.69, -0.47, -0.07], [0.07, -0.03, 0.15], [0.35, 0.84, 1.51], [-0.49, 0.15, -0.47], [-1.37, -0.35, -0.08], [0.43, 1.05, -0.39], [0.23, -0.01, -0.84], [-0.05, 0.20, 0.33], [-0.18, -0.33, 0.07], [0.29, -0.10, 0.01], [0.15, -0.13, 0.24], [0.66, -0.59, -0.18], [-0.91, 0.34, -0.54], [-0.05, 0.35, -0.33], [0.17, -0.09, 0.24], [0.13, -0.57, -0.06], [0.34, -0.17, -0.34], [0.73, -0.07, 0.03], [-0.15, -0.37, -0.11], [-0.30, -0.52, 0.54], [0.22, 0.39, -0.22], [-1.38, -0.20, 1.28], [1.28, 2.19, -1.17], [-2.51, -0.67, 1.24], [0.01, 0.22, -1.02], [1.01, 1.19, -0.55], [1.20, -0.32, 0.17], [-1.13, 0.02, 0.56], [-1.06, -0.61, -0.11], [0.71, 2.00, -0.81], [-0.68, -0.07, 1.08], [0.54, 0.06, -0.54], [0.57, -1.63, -0.68], [0.58, 0.05, -0.28], [0.79, -0.11, 0.86], [0.10, 0.17, -0.04], [-0.22, 0.03, -0.28], [-0.70, -1.17, -0.51], [-0.62, 0.40, -0.60], [-0.25, -0.08, 0.72], [0.43, 0.17, 0.16], [0.19, 0.14, 0.28], [0.25, -2.02, -0.08], [0.36, 0.61, -0.02], [0.57, -0.37, 0.34], [0.19, 0.22, 0.52], [-1.01, -0.13, -0.49], [0.58, 0.59, 0.55], [0.16, 0.91, 0.39], [1.17, -0.27, -1.48], [-1.38, 1.00, 0.88], [-0.93, -1.15, -1.23], [1.65, 1.12, 0.85], [-0.67, -0.04, 0.05], [-0.09, -0.52, -0.07], [0.25, -0.34, -0.58], [-0.22, 0.19, 0.44], [0.18, -0.28, -0.46], [-0.12, -0.44, -0.10], [-0.84, 0.17, -0.30], [0.31, -0.15, 0.42], [0.24, 0.18, 0.16], [-0.35, -0.95, 0.58], [0.11, 0.27, -0.23], [0.66, -0.21, 0.39], [-0.31, -0.12, -0.18], [0.44, 0.18, -0.06], [-0.07, -0.28, 0.00], [0.04, 0.03, -0.07], [-1.94, 0.33, 0.49], [1.35, -1.05, -0.84], [1.11, 0.21, 0.57], [0.39, -1.92, -1.21], [-0.76, -0.24, 1.25], [0.83, 1.25, -1.15], [0.81, -1.89, 0.31], [-0.97, 1.02, -1.94], [0.83, 0.52, 1.57], [0.39, -0.79, -0.82], [-0.50, 0.45, 0.57], [0.01, 0.86, 0.08], [-0.81, 0.26, 0.54], [0.34, 0.12, -0.27], [0.22, -0.49, -0.11], [-0.17, 0.66, 0.35], [-0.60, 0.20, 0.13], [0.31, -0.49, 0.08], [0.37, 0.33, 0.02], [-0.73, 0.36, 0.26], [0.16, 0.71, 0.16], [-0.01, 0.15, 0.13], [0.23, -0.77, -0.48], [-0.88, 0.18, 0.31], [-1.03, 0.38, 0.65], [-0.50, -0.80, -1.70], [-0.38, -1.33, 1.20], [2.57, 1.89, 0.05], [-2.07, -0.06, 1.24], [-0.01, -0.36, -0.11], [-1.14, -1.18, 1.29], [2.50, -3.17, 0.04], [0.92, 2.58, -1.38], [0.25, 0.13, -0.17], [0.32, 0.32, -0.30], [0.12, -0.11, 0.32], [-0.17, 0.76, 0.24], [0.40, -0.19, 0.37], [0.14, 0.20, 0.19], [-0.65, 0.15, -0.12], [0.58, -0.30, -1.15], [0.24, -0.10, 0.04], [-0.09, 0.06, -0.42], [-0.35, 0.43, 0.06], [-0.27, 0.85, -0.08], [-0.13, 0.87, -0.43], [-0.33, -1.06, 0.02], [-0.82, 0.12, 0.10], [0.07, 0.06, 0.78], [-0.75, -1.17, 0.22], [-0.09, -1.12, -1.34], [1.36, 3.17, 1.17], [-1.02, -0.85, 1.27], [0.28, 0.76, 0.96], [-1.62, -0.64, -2.22], [1.12, -0.27, 0.86], [-0.41, 1.25, -0.58], [0.17, -0.04, 0.40], [0.46, 1.01, -0.15], [-0.16, -0.02, -0.02], [-0.61, -0.39, -0.13], [-0.05, -0.18, 0.15], [0.05, -1.22, 0.29], [-0.04, 0.42, -0.83], [0.96, -0.08, -1.12], [0.24, -0.15, 0.26], [0.15, -0.50, 0.37], [-0.55, 0.22, -0.06], [0.82, -0.15, 0.04], [0.02, -0.11, 0.13], [-0.10, 0.07, 0.29], [-0.30, -0.08, -0.72], [0.78, -0.81, -0.48], [0.90, -0.82, -0.03], [-1.02, 1.14, 1.65], [0.03, -0.67, -1.13], [-0.39, -0.90, 0.77], [-0.50, 1.53, -0.33], [0.81, -0.74, 0.40], [0.87, 0.50, -0.41], [-0.77, -0.55, 1.07], [0.05, 0.39, -0.05], [-0.20, -0.20, -0.12], [-0.31, 0.77, -0.23], [-1.48, -0.27, -0.34], [-0.05, -0.20, 0.49], [-0.11, -0.23, -0.11], [0.29, 0.07, -0.78], [1.07, 1.44, 0.20], [0.21, -0.87, 0.18], [0.10, -0.27, -0.53], [0.34, 1.19, 0.00], [-0.22, -0.23, 0.17], [-0.35, -0.29, -0.30], [0.11, 0.01, 0.24], [-0.16, 0.03, -0.31], [-1.07, -0.91, -0.25], [1.56, -0.51, 0.57], [0.92, 0.44, 0.91], [-0.53, 0.93, -0.21], [0.77, 0.43, -0.19], [-1.70, 0.06, -1.41], [0.81, -1.87, 0.28], [0.78, -0.64, -1.74], [-0.02, 1.46, 1.15], [-0.42, -0.04, -0.17], [-0.28, 0.47, -1.22], [-0.76, 0.56, 1.24], [-0.16, -0.20, -0.19], [-0.04, -0.15, 0.02], [0.23, -0.05, -0.02], [0.05, -0.33, 0.05], [0.07, 0.18, -0.22], [0.44, -0.40, 1.13], [-0.02, -0.29, 0.13], [0.07, 1.11, -0.38], [-0.40, -0.01, 0.79], [0.17, 0.30, -0.36], [-0.69, -0.55, -0.18], [0.22, 0.00, 0.27]], "mulliken_charge": [-0.693, -0.342, -0.708, -0.707, -0.042, -1.032, -0.332, -0.282, -0.767, 0.236, 0.299, 0.269, 0.244, 0.539, 0.436, 0.408, 0.250, 0.451, 0.244, 0.280, 0.365, 0.279, 0.307, 0.306, -0.601, -0.245, -0.781, -0.731, -0.091, -0.796, -0.428, -0.243, -0.811, 0.117, 0.256, 0.309, 0.352, 0.417, 0.374, 0.425, 0.174, 0.458, 0.329, 0.266, 0.391, 0.292, 0.308, 0.253, -0.915, -0.196, -0.734, -0.735, -0.309, -0.497, -0.687, -0.208, -0.874, 0.246, 0.373, 0.362, 0.308, 0.547, 0.410, 0.372, 0.249, 0.234, 0.391, 0.364, 0.409, 0.245, 0.302, 0.352, -0.826, -0.362, -0.478, -0.554, -0.448, -0.459, -0.560, -0.361, -0.863, 0.296, 0.303, 0.376, 0.264, 0.416, 0.300, 0.332, 0.384, 0.182, 0.364, 0.443, 0.272, 0.305, 0.332, 0.339, -0.684, -0.337, -0.411, -0.620, -0.325, -0.530, -0.706, -0.371, -0.715, 0.309, 0.258, 0.257, 0.272, 0.330, 0.459, 0.292, 0.251, 0.418, 0.311, 0.406, 0.301, 0.294, 0.287, 0.256, -0.618, -0.313, -0.663, -0.614, -0.250, -0.657, -0.584, -0.312, -0.782, 0.253, 0.242, 0.243, 0.321, 0.356, 0.462, 0.353, 0.178, 0.446, 0.359, 0.313, 0.377, 0.275, 0.335, 0.283, -0.533, -0.372, -0.614, -0.281, -0.162, -0.939, -0.225, -0.365, -0.721, 0.210, 0.237, 0.245, 0.438, 0.217, 0.347, 0.198, 0.167, 0.325, 0.365, 0.369, 0.228, 0.286, 0.269, 0.298, -0.760, -0.376, -0.422, -0.998, -0.516, -0.419, -0.443, -0.336, -0.732, 0.309, 0.292, 0.291, 0.330, 0.443, 0.416, 0.377, 0.458, 0.382, 0.212, 0.306, 0.314, 0.293, 0.307, 0.274, -0.812, -0.341, -0.622, -0.558, -0.307, -0.538, -0.533, -0.318, -0.596, 0.275, 0.335, 0.304, 0.318, 0.437, 0.305, 0.351, 0.296, 0.381, 0.207, 0.363, 0.308, 0.250, 0.261, 0.238, -0.754, -0.335, -0.812, -0.224, -0.343, -0.825, -0.321, -0.332, -0.697, 0.299, 0.348, 0.233, 0.416, 0.337, 0.310, 0.245, 0.247, 0.488, 0.306, 0.202, 0.398, 0.247, 0.256, 0.310]}